DFT (the ωB97M-V functional and the def2-TZVPD basis) results for a 4-piece molecular cluster, C35H85BF2N12O4P4Si overall.

Each line ends with the Mulliken charge.
CARTESIAN COORDINATES (ANGSTROEM)
1 H -7.09858 -1.03810 -3.31735  0.295
2 N -6.54940 -0.74618 -2.49557  -0.680
3 C -5.57605 -0.09072 -2.98976  0.300
4 N -5.46712 0.10188 -4.44233  -0.737
5 N -4.51766 0.50066 -2.19767  -0.020
6 C -5.00567 1.26532 -1.03535  -0.945
7 C -5.62466 2.68383 -1.32573  -0.587
8 C -5.62936 3.19254 -2.81442  0.096
9 C -5.16222 4.70885 -2.84707  -1.000
10 P -3.42162 5.04053 -3.47734  -0.669
11 B -2.40789 5.49437 -1.86865  0.589
12 C -2.55436 4.60026 -0.53437  -0.499
13 O -1.51626 6.59308 -1.81818  -0.612
14 C -2.60984 3.51240 -4.21318  0.725
15 F -2.58831 2.49513 -3.24072  -0.024
16 F -3.35778 3.15610 -5.34957  -0.355
17 C -1.10472 3.73929 -4.64279  -0.797
18 C -0.31354 2.34816 -4.67450  -0.444
19 Si 0.87988 2.10885 -3.20575  -0.004
20 C 2.56370 2.99766 -3.46527  -0.787
21 C 0.14389 2.91098 -1.61061  -0.126
22 C 1.16823 0.25238 -2.73886  0.639
23 C 0.27513 -0.78617 -3.21008  -0.240
24 C 0.50206 -2.17730 -2.81640  -0.606
25 C 1.63793 -2.44017 -1.94609  -0.315
26 C 2.56417 -1.43666 -1.45951  -0.652
27 C 2.35040 -0.06448 -1.84524  -0.332
28 H -4.48801 0.36545 -4.62005  0.330
29 H -5.98126 0.96283 -4.66806  0.361
30 H -3.84389 -0.21126 -1.91117  0.252
31 H -4.12463 1.40219 -0.34674  0.282
32 H -5.72873 0.62772 -0.45590  0.404
33 H -6.69348 2.65515 -0.97374  0.378
34 H -5.12463 3.41423 -0.63528  0.298
35 H -5.08866 2.55958 -3.54705  -0.264
36 H -6.70654 3.20066 -3.14736  0.398
37 H -5.24988 5.19486 -1.83904  0.484
38 H -5.85845 5.28185 -3.51797  0.441
39 H -3.39318 4.93121 0.13124  0.417
40 H -2.75768 3.53281 -0.81028  -0.182
41 H -1.60906 4.59753 0.07534  0.278
42 H -0.63001 6.18349 -1.75686  0.360
43 H -1.12695 4.14186 -5.68103  0.450
44 H -0.58611 4.47208 -3.97914  0.264
45 H -1.01547 1.48212 -4.80468  0.191
46 H 0.28641 2.37928 -5.62770  0.503
47 H 3.25885 2.82817 -2.59765  0.037
48 H 2.36629 4.10830 -3.45634  0.287
49 H 3.04369 2.72567 -4.43703  0.365
50 H 0.89968 2.66447 -0.81112  0.103
51 H 0.14633 4.02916 -1.69130  -0.077
52 H -0.85608 2.48629 -1.36738  -0.043
53 H -0.56661 -0.46866 -3.85816  0.165
54 H -0.20189 -2.95752 -3.16839  0.482
55 H 1.78930 -3.49394 -1.62852  0.350
56 H 3.44215 -1.66064 -0.80933  0.362
57 H 3.00992 0.76445 -1.51312  0.104
58 C 6.83849 2.72147 0.01919  -0.952
59 N 6.14129 3.97308 0.20174  0.311
60 C 6.64740 4.96004 -0.75044  -1.151
61 P 5.46133 4.63598 1.64100  0.941
62 O 4.24481 5.21616 0.91762  -0.865
63 N 4.52796 3.48043 2.52791  0.260
64 C 4.06443 2.25874 1.88971  -0.726
65 C 3.40775 4.08062 3.26015  -1.015
66 N 6.85754 4.14908 2.58057  0.006
67 C 8.05095 4.97892 2.46204  -1.094
68 C 7.05910 2.94788 3.36459  -0.842
69 H 7.88813 2.76667 0.34270  0.206
70 H 6.83829 2.43987 -1.03778  0.382
71 H 6.36025 1.88998 0.53018  0.204
72 H 7.67518 5.25932 -0.50577  0.341
73 H 6.03101 5.86027 -0.75353  0.335
74 H 6.63241 4.56858 -1.77138  0.328
75 H 3.63742 2.44615 0.89737  0.555
76 H 3.31490 1.74763 2.49439  -0.318
77 H 4.88141 1.53790 1.81061  0.144
78 H 2.55152 4.28075 2.60767  0.282
79 H 3.70947 5.02552 3.72083  0.407
80 H 3.07855 3.42208 4.06869  0.292
81 H 8.80108 4.50964 1.81587  0.301
82 H 8.50278 5.17142 3.43880  0.397
83 H 7.80195 5.95453 2.03754  0.345
84 H 7.17083 2.06089 2.73546  0.258
85 H 6.25175 2.77667 4.07453  0.270
86 H 7.96708 3.02086 3.97187  0.374
87 C -1.20697 -8.32525 0.07750  -0.823
88 N -1.56294 -7.04954 -0.49876  0.194
89 C -1.98445 -6.13319 0.55968  -1.135
90 P -2.21744 -6.70834 -2.05540  0.899
91 O -1.39959 -5.42784 -2.22955  -0.801
92 N -1.38400 -7.54851 -3.31971  0.186
93 C -0.06133 -8.11461 -3.08837  -1.057
94 C -1.36380 -6.81066 -4.58406  -1.117
95 N -3.31302 -8.06975 -1.94527  -0.016
96 C -4.50738 -7.88656 -1.12816  -1.106
97 C -3.14505 -9.42247 -2.43603  -0.849
98 H -2.07639 -8.87697 0.46205  0.240
99 H -0.51907 -8.18192 0.91545  0.359
100 H -0.67332 -8.97059 -0.61493  0.143
101 H -2.94614 -6.43927 0.99199  0.312
102 H -2.09883 -5.11614 0.18144  0.304
103 H -1.24167 -6.08603 1.36074  0.371
104 H 0.60408 -7.41888 -2.56622  0.269
105 H 0.41217 -8.40424 -4.02901  0.400
106 H -0.13554 -9.04524 -2.52299  0.252
107 H -0.59758 -6.02788 -4.59018  0.313
108 H -2.33158 -6.33725 -4.77093  0.360
109 H -1.17302 -7.48783 -5.42133  0.352
110 H -4.40524 -8.38077 -0.15579  0.304
111 H -5.39729 -8.27858 -1.62740  0.397
112 H -4.69392 -6.82482 -0.94985  0.346
113 H -2.39646 -9.97653 -1.86395  0.265
114 H -2.87412 -9.44991 -3.48995  0.265
115 H -4.07984 -9.98732 -2.36353  0.373
116 C 0.78680 -0.67796 7.11376  -0.819
117 N 0.37625 0.57646 6.52756  0.145
118 C -0.08396 1.48227 7.57866  -1.125
119 P -0.29280 0.87643 4.96816  0.944
120 O 0.46958 2.18990 4.78280  -0.837
121 N 0.57085 0.06506 3.70690  0.320
122 C 1.91680 -0.44364 3.93532  -1.255
123 C 0.55336 0.79556 2.43814  -1.310
124 N -1.32876 -0.53055 5.08998  0.058
125 C -2.52847 -0.39363 5.90790  -1.108
126 C -1.10300 -1.87808 4.60823  -0.821
127 H -0.05806 -1.26353 7.50324  0.229
128 H 1.46813 -0.49855 7.95019  0.373
129 H 1.34760 -1.30534 6.42603  0.153
130 H -1.03157 1.13864 8.01405  0.335
131 H -0.24203 2.49024 7.19221  0.321
132 H 0.65617 1.56788 8.37887  0.357
133 H 2.55522 0.28247 4.45076  0.307
134 H 2.39791 -0.71890 2.99355  0.404
135 H 1.88426 -1.37339 4.50646  0.306
136 H 1.28118 1.61157 2.42094  0.244
137 H -0.43796 1.22171 2.25908  0.462
138 H 0.76629 0.13122 1.59499  0.435
139 H -2.40362 -0.87612 6.88358  0.301
140 H -3.40143 -0.82734 5.41297  0.400
141 H -2.76052 0.66031 6.07922  0.346
142 H -0.33012 -2.39527 5.18278  0.243
143 H -0.83273 -1.90102 3.55388  0.237
144 H -2.01238 -2.48250 4.68634  0.377

* LUMO level: -0.730 eV
* SMILES string: [H]/N=C(\N)NCCCCP(B(C)O)C(F)(F)CC[Si](C)(C)c1ccccc1.CN(C)P(=O)(N(C)C)N(C)C.CN(C)P(=O)(N(C)C)N(C)C.CN(C)P(=O)(N(C)C)N(C)C
* HOMO level: -0.28834 Ha
* frontier orbital gap: 0.261 Ha